This record from OMol25 describes a 2-piece molecular cluster, C3H9N2O overall. The level of theory is the ωB97M-V functional and the def2-TZVPD basis.

Positions of all 15 atoms, in Å:
1 C -1.6101 0.7246 1.6608
2 C 0.7021 -1.0159 -0.7805
3 C -0.3020 -0.0123 -1.1654
4 N -0.6466 1.1563 0.9931
5 N 1.8884 -0.3840 -0.2744
6 O -1.5278 -0.3447 -1.3086
7 H -1.8928 1.0619 2.6565
8 H -2.2277 -0.0600 1.2316
9 H 0.2480 -1.8007 -0.1508
10 H 0.9636 -1.5145 -1.7323
11 H 0.0693 0.9754 -1.4303
12 H -0.0623 1.8903 1.3781
13 H 1.7566 -0.0130 0.6565
14 H 2.6900 -0.9990 -0.2750
15 H -2.1177 0.3483 -1.6584

As for the total charge: +1. The calculation puts the frontier orbital gap at 9.326 eV. The spin multiplicity is 1.

This record from OMol25 describes a 3-piece molecular cluster, C3H9N2O overall. The level of theory is the ωB97M-V functional and the def2-TZVPD basis.

Positions of all 15 atoms, in Å:
1 C -3.4779 0.2465 0.1557
2 C -2.4921 -0.6465 0.2672
3 C -1.1810 -0.1714 0.3228
4 N -0.2148 0.4280 0.3650
5 N 2.2806 0.8975 0.6500
6 O 2.2322 -1.0708 -1.1008
7 H -4.5476 -0.0130 -0.1443
8 H -3.1766 1.2989 0.0649
9 H -2.6561 -1.7102 0.1780
10 H 2.5170 -0.0258 0.1805
11 H 1.2260 0.7563 0.2845
12 H 2.6933 1.7460 0.2007
13 H 2.4346 0.8984 1.7065
14 H 1.4376 -1.0825 -1.6762
15 H 2.9249 -1.5512 -1.4545

As for the total charge: +1. The calculation puts the frontier orbital gap at 11.023 eV. The spin multiplicity is 1.

This record from OMol25 describes an isolated ion of composition C3H9N2O and charge +1. The level of theory is the ωB97M-V functional and the def2-TZVPD basis.

Positions of all 15 atoms, in Å:
1 N -2.0250 0.7880 -0.4347
2 C -1.1569 0.4361 0.5279
3 N -0.3072 -0.8229 0.5137
4 C 0.9564 -0.6327 -0.3768
5 C 1.5775 0.7468 -0.0028
6 O 0.6188 1.6483 0.1624
7 H -1.8604 0.7522 -1.4415
8 H -2.7865 1.4140 -0.2865
9 H -1.4550 0.7503 1.4929
10 H -0.6775 -1.6305 0.1921
11 H -0.1291 -1.0730 1.5270
12 H 0.5691 -0.5692 -1.3887
13 H 1.8237 -1.4432 -0.2907
14 H 2.3473 0.4101 0.8248
15 H 2.2964 0.8964 -0.8634

As for the total charge: +1. Its SMILES is [NH2+]=C[NH2+]CC[O-]. The calculation puts the frontier orbital gap at 8.754 eV. The spin multiplicity is 1.

This record from OMol25 describes an isolated ion of composition C3H9N2O and charge +1. The level of theory is the ωB97M-V functional and the def2-TZVPD basis.

Positions of all 15 atoms, in Å:
1 C 1.1692 1.5038 -0.4517
2 C 1.1563 0.1976 0.1650
3 O 1.9286 -0.3653 0.8926
4 C -0.3514 -0.4115 -0.4439
5 N -1.3994 0.3657 -0.3544
6 N -0.5067 -1.6255 0.7108
7 H 0.4969 2.1142 0.2511
8 H 0.6436 1.5836 -1.3869
9 H 2.1633 1.8963 -0.4377
10 H -0.0038 -0.9597 -1.3168
11 H -2.1845 0.2703 -1.0211
12 H -1.4756 1.1109 0.3655
13 H -0.9913 -2.4246 0.3212
14 H 0.3503 -1.9289 1.1354
15 H -0.9955 -1.3268 1.5707

As for the total charge: +1. Its SMILES is CC(=O)[C@H](N)[NH3+]. The calculation puts the frontier orbital gap at 10.667 eV. The spin multiplicity is 1.

This record from OMol25 describes an isolated ion of composition C3H9N2O and charge +1. The level of theory is the ωB97M-V functional and the def2-TZVPD basis.

Positions of all 15 atoms, in Å:
1 C -1.7686 0.8408 0.1330
2 C -0.3181 0.2566 -0.2154
3 N 0.1652 -0.7296 0.8047
4 O 0.1601 -0.0239 -1.4547
5 C 0.8345 0.9731 -0.7419
6 N 2.1029 0.5677 -0.0516
7 H -1.5488 1.9024 0.4393
8 H -2.2936 0.3045 0.9457
9 H -2.4013 0.9094 -0.7646
10 H -0.6501 -0.7640 1.4616
11 H 1.1856 -0.3099 0.9419
12 H 0.4366 -1.6511 0.4034
13 H 0.7199 1.9975 -1.0442
14 H 2.7853 0.1617 -0.7292
15 H 2.5015 1.4085 0.3636

As for the total charge: +1. Its SMILES is C[C@@]1([NH3+])O[C@@H]1N. The calculation puts the frontier orbital gap at 12.476 eV. The spin multiplicity is 1.

This record from OMol25 describes C3H9N2O as an isolated structure. The level of theory is the ωB97M-V functional and the def2-TZVPD basis.

Positions of all 15 atoms, in Å:
1 C -2.5169 0.1142 -0.3837
2 C -0.6622 -0.1358 -0.0159
3 C -0.2398 1.2113 -0.2337
4 N 2.6323 -1.8409 -0.3528
5 N -0.0122 2.0863 0.7030
6 O -3.2147 0.7666 0.3542
7 H -2.9264 -0.5076 -1.0380
8 H -0.4122 -1.2418 -0.3825
9 H -0.8926 -0.1878 1.0450
10 H -0.0883 1.3895 -1.2479
11 H 3.6480 -1.7132 -0.3313
12 H 2.6265 -2.8549 -0.6530
13 H -0.2113 1.7361 1.6226
14 H -0.1416 3.0023 0.2738
15 H 2.4113 -1.8243 0.6402

As for the total charge: +1. The calculation puts the frontier orbital gap at 8.549 eV. The spin multiplicity is 1.

This record from OMol25 describes a 2-piece molecular cluster, C3H9N2O2 overall. The level of theory is the ωB97M-V functional and the def2-TZVPD basis.

Positions of all 16 atoms, in Å:
1 O 2.4278 -0.8152 -0.2377
2 C 2.2673 -1.2353 0.9246
3 O 1.3166 -1.0421 1.7118
4 H 3.1468 -1.8291 1.3042
5 C -1.2171 -0.9222 -0.6199
6 N -1.4669 0.4895 -0.9204
7 C -0.3703 1.3793 -0.5005
8 N -0.1842 1.4288 0.9192
9 H -1.9727 -1.5239 -1.1328
10 H -0.2134 -1.2664 -0.8820
11 H -1.3495 -1.0791 0.4506
12 H -1.6132 0.5913 -1.9154
13 H -0.6646 2.3690 -0.8754
14 H 0.5991 1.1133 -0.9330
15 H -1.0333 1.7063 1.3878
16 H 0.3276 0.6358 1.3189

As for the total charge: -1. The calculation puts the frontier orbital gap at 8.422 eV. The spin multiplicity is 1.

This record from OMol25 describes an isolated ion of composition C3H9N2O2 and charge +1. The level of theory is the ωB97M-V functional and the def2-TZVPD basis.

Positions of all 16 atoms, in Å:
1 N -1.3340 -1.4719 -0.3121
2 C -0.1332 -1.0376 0.0841
3 O 0.6200 -1.7043 0.7505
4 C 0.3629 0.2388 -0.5738
5 N 1.8056 0.4876 0.0852
6 C -0.5077 1.4504 -0.5653
7 O -0.9570 1.7888 0.6499
8 H -1.5778 -2.4259 0.0266
9 H -1.7933 -1.2479 -1.2484
10 H 0.6952 -0.2023 -1.5757
11 H 1.8319 1.2928 0.6199
12 H 2.0979 -0.4573 0.6628
13 H 2.4312 0.5229 -0.6598
14 H 0.0619 2.3491 -0.8464
15 H -1.2591 1.4179 -1.3543
16 H -1.4252 1.0549 1.0899

As for the total charge: +1. Its SMILES is NC(=O)[C@H]([NH3+])CO. The calculation puts the frontier orbital gap at 11.438 eV. The spin multiplicity is 1.

Copy entry 6 word for word.
This record from OMol25 describes C3H9N2O as an isolated structure. The level of theory is the ωB97M-V functional and the def2-TZVPD basis.

Positions of all 15 atoms, in Å:
1 C -2.5169 0.1142 -0.3837
2 C -0.6622 -0.1358 -0.0159
3 C -0.2398 1.2113 -0.2337
4 N 2.6323 -1.8409 -0.3528
5 N -0.0122 2.0863 0.7030
6 O -3.2147 0.7666 0.3542
7 H -2.9264 -0.5076 -1.0380
8 H -0.4122 -1.2418 -0.3825
9 H -0.8926 -0.1878 1.0450
10 H -0.0883 1.3895 -1.2479
11 H 3.6480 -1.7132 -0.3313
12 H 2.6265 -2.8549 -0.6530
13 H -0.2113 1.7361 1.6226
14 H -0.1416 3.0023 0.2738
15 H 2.4113 -1.8243 0.6402

As for the total charge: +1. The calculation puts the frontier orbital gap at 8.549 eV. The spin multiplicity is 1.